58
Properties=species:S:1:pos:R:3:forces:R:3:lowdin_charge:R:1 method="wB97M-V/def2-TZVPD" energy_ha=-1706.2672 multiplicity=1 homo_energy_ev=-13.0 charge=+2 gap_ha=0.1841 molar_mass_g_mol=448.3
C 0.392808 2.734299 0.441086 0.6 0.3 0.0 -0.104
C 0.886328 3.298746 -0.928877 -0.9 -0.8 0.2 -0.121
B -0.288913 3.828900 -1.857132 -0.2 0.3 -0.4 -0.408
O -0.306632 3.591279 -3.220829 -0.1 -0.2 0.8 0.137
C -1.485484 4.683943 -1.252263 1.3 -0.6 -0.6 -0.055
C -1.205927 5.968733 -0.812292 0.1 -0.2 0.0 -0.013
C -2.205697 6.746008 -0.289870 0.4 1.4 0.5 -0.037
C -3.496424 6.288938 -0.170779 -0.4 0.3 0.0 0.013
C -3.756380 5.015935 -0.591777 -1.3 -1.2 0.0 -0.092
C -2.772760 4.195082 -1.136392 -0.3 -0.3 -0.1 -0.063
C -3.155348 2.793746 -1.540496 -0.2 0.0 0.1 -0.288
O -2.717785 2.211121 -2.512964 0.2 -0.2 0.6 0.115
C -4.189635 2.157731 -0.635177 0.4 0.5 -0.1 -0.009
C -5.129283 2.938749 -0.117308 -0.3 -0.3 0.4 -0.225
P -6.345885 2.180832 1.027737 -0.8 1.2 0.6 0.707
O -7.669138 2.818035 1.053527 -0.2 -0.2 -0.3 -0.404
C -5.142428 4.424860 -0.452933 -0.3 0.3 -0.1 -0.299
O -6.164853 5.044505 -0.623742 0.8 -0.4 0.3 0.161
H 0.424588 1.635367 0.465903 -0.1 0.1 -0.1 0.037
H -0.614166 3.064918 0.710994 0.1 0.0 0.0 0.067
H 1.087145 3.076373 1.214059 -0.3 -0.1 0.1 0.072
H 1.386088 2.484669 -1.467908 0.3 0.4 0.0 0.094
H 1.591022 4.111102 -0.722862 0.0 -0.1 -0.3 0.111
H -0.494647 2.652645 -3.350564 0.2 0.1 -0.5 0.100
H -0.195517 6.357901 -0.869614 0.0 0.0 0.0 0.127
H -1.942757 7.740238 0.058408 -0.2 0.0 0.0 0.123
H -4.303602 6.884313 0.238342 0.1 0.1 0.0 0.137
H -4.171054 1.098796 -0.378975 0.2 0.0 -0.5 0.098
H -5.752325 2.318286 2.313698 0.4 -0.4 -0.4 0.022
H -6.340797 0.791854 0.747766 0.5 0.1 -0.1 0.016
C 6.753963 -6.855579 0.748491 -0.1 -0.1 0.0 0.059
N 5.526665 -6.027657 0.634587 0.1 0.1 0.0 -0.071
C 4.327336 -6.621448 0.750287 -0.1 0.1 0.0 0.027
C 3.167387 -5.883528 0.689388 -0.2 0.0 0.0 0.061
C 3.228745 -4.502960 0.512548 0.3 -0.2 0.1 -0.126
C 4.486058 -3.922414 0.374417 -0.1 0.2 0.0 0.059
C 5.619454 -4.704071 0.437156 -0.1 0.0 0.0 0.033
C 2.003238 -3.665041 0.495453 -0.2 0.2 0.0 -0.126
C 1.840861 -2.627480 1.408808 0.2 0.0 0.1 0.059
C 0.720309 -1.826844 1.354004 0.1 -0.1 0.0 0.031
N -0.222087 -2.033184 0.421721 0.0 0.1 0.2 -0.067
C -0.105909 -3.040558 -0.459581 0.1 0.0 0.0 0.029
C 0.992133 -3.869353 -0.441114 0.1 -0.2 -0.1 0.062
C -1.401717 -1.137012 0.339160 0.0 -0.1 -0.1 0.048
H 6.709418 -7.639615 -0.003355 0.0 0.0 0.0 0.119
H 6.781536 -7.279704 1.749582 0.1 0.0 0.0 0.120
H 7.628115 -6.234139 0.585340 0.0 0.0 0.0 0.108
H 4.319900 -7.692080 0.902805 0.1 0.0 0.0 0.162
H 2.219694 -6.393099 0.803852 0.0 0.0 0.0 0.146
H 4.596157 -2.858059 0.213815 0.0 0.0 0.0 0.146
H 6.609108 -4.281606 0.338000 0.0 -0.1 0.0 0.157
H 2.581854 -2.433603 2.173075 0.0 0.0 0.0 0.146
H 0.568331 -1.010734 2.046220 -0.1 0.0 -0.1 0.156
H -0.902620 -3.156631 -1.181774 0.0 0.1 0.0 0.163
H 1.060958 -4.658538 -1.178210 0.0 0.0 0.0 0.146
H -2.299569 -1.743992 0.427853 0.0 0.0 0.0 0.117
H -1.365110 -0.630852 -0.623744 -0.1 0.0 0.0 0.116
H -1.364752 -0.408124 1.142452 0.1 0.0 0.0 0.103